[1]
{
  "formula": "C4H8O2",
  "method": "ωB97M-V/def2-TZVPD",
  "smiles": "C=C(C)C(O)O",
  "homo_ev": -9.746,
  "species": ["O", "O", "C", "C", "C", "C", "H", "H", "H", "H", "H", "H", "H", "H"],
  "coordinates": [[1.860, 0.791, -0.606], [1.441, -0.869, 0.949], [-1.450, -0.839, -0.459], [-0.435, 0.162, -0.011], [1.009, -0.252, -0.240], [-0.750, 1.300, 0.585], [-1.243, -1.802, 0.007], [-2.453, -0.521, -0.189], [1.776, 1.502, 0.042], [2.368, -1.117, 0.848], [-1.776, 1.569, 0.766], [-0.016, 2.010, 0.927], [1.065, -0.962, -1.081], [-1.397, -0.970, -1.539]],
  "forces_ev_per_a": [[0.2, 0.2, -0.1], [0.0, -0.1, 0.2], [0.0, 0.1, 0.1], [0.1, -0.1, 0.0], [-0.1, -0.1, -0.2], [0.0, -0.1, -0.1], [0.0, -0.1, 0.0], [-0.1, 0.0, 0.0], [0.0, -0.1, 0.0], [-0.1, 0.0, -0.1], [-0.2, 0.0, 0.0], [0.2, 0.1, 0.0], [0.0, 0.2, 0.1], [0.0, -0.1, -0.1]],
  "lowdin_charge": [0.01, 0.01, -0.05, -0.30, -0.46, 0.07, 0.09, 0.08, 0.09, 0.10, 0.06, 0.06, 0.15, 0.08]
}



[2]
{
  "formula": "C23H29FN2O4",
  "method": "ωB97M-V/def2-TZVPD",
  "smiles": "CC(C)CCNC(=O)c1cc(C(=O)c2cc(F)ccc2O)cn(CCC(C)C)c1=O",
  "homo_ev": -8.747,
  "species": ["F", "O", "O", "O", "O", "N", "N", "C", "C", "C", "C", "C", "C", "C", "C", "C", "C", "C", "C", "C", "C", "C", "C", "C", "C", "C", "C", "C", "C", "C", "H", "H", "H", "H", "H", "H", "H", "H", "H", "H", "H", "H", "H", "H", "H", "H", "H", "H", "H", "H", "H", "H", "H", "H", "H", "H", "H", "H", "H"],
  "coordinates": [[-4.416, 1.232, 2.215], [0.331, 2.703, 0.573], [-1.660, -2.806, 4.614], [-0.441, -3.163, 2.341], [1.532, 0.110, -2.510], [1.432, 2.553, -1.398], [0.840, -1.661, -1.279], [0.250, -2.174, -0.194], [-2.273, -1.791, 4.006], [-1.945, -1.379, 2.693], [1.024, -0.284, -1.464], [4.844, -3.324, -0.768], [0.318, 4.289, -3.793], [2.577, -3.337, -1.809], [-3.270, -1.107, 4.711], [-3.977, -0.085, 4.122], [-3.688, 0.264, 2.808], [0.764, 2.039, -0.354], [3.757, -2.451, -1.394], [0.586, 0.544, -0.366], [-2.689, -0.355, 2.095], [1.349, -2.564, -2.298], [1.602, 3.975, -1.567], [-0.240, -1.393, 0.821], [-0.858, -2.061, 1.985], [-0.395, 2.955, -4.012], [4.324, -1.670, -2.577], [0.441, 4.650, -2.307], [-0.027, -0.001, 0.725], [-0.446, 5.395, -4.524], [3.413, -1.736, -0.637], [1.672, 4.410, -0.566], [-0.544, 5.158, -5.581], [0.148, -3.250, -0.152], [0.595, 5.728, -2.220], [4.600, -2.347, -3.383], [1.600, -1.954, -3.166], [-1.050, -3.234, 3.968], [1.324, 4.225, -4.223], [1.711, 1.926, -2.143], [4.460, -3.861, 0.097], [-0.310, 0.666, 1.526], [5.212, -1.123, -2.271], [0.557, -3.266, -2.572], [-3.481, -1.422, 5.720], [2.540, 4.146, -2.101], [5.682, -2.712, -0.445], [0.071, 6.348, -4.435], [-1.443, 5.504, -4.103], [5.208, -4.050, -1.491], [0.173, 2.121, -3.612], [2.893, -4.003, -2.614], [-0.488, 4.406, -1.789], [-2.511, -0.063, 1.073], [-4.758, 0.435, 4.653], [-1.372, 2.968, -3.533], [2.290, -3.959, -0.957], [-0.540, 2.781, -5.077], [3.603, -0.950, -2.954]],
  "forces_ev_per_a": [[0.0, 0.0, 0.0], [-0.2, 0.2, 0.2], [0.3, -0.3, 0.1], [0.0, 0.0, 0.0], [0.1, 0.1, -0.2], [0.2, 0.0, -0.3], [-0.1, 0.2, 0.1], [-0.4, 0.1, 0.6], [-0.1, 0.3, -0.4], [-0.2, -0.2, 0.5], [-0.1, 0.1, 0.1], [-0.2, 0.2, 0.0], [-0.3, 0.1, 0.1], [0.0, 0.4, 0.1], [0.2, -0.2, 0.0], [0.1, 0.0, -0.3], [0.1, -0.1, -0.1], [0.2, -0.2, -0.2], [0.1, -0.2, -0.1], [-0.2, 0.0, 0.4], [-0.3, 0.1, 0.2], [0.4, -0.5, -0.5], [-0.3, 0.4, 0.3], [0.3, -0.2, -0.4], [0.1, 0.0, -0.1], [0.3, 0.1, -0.1], [-0.2, 0.1, 0.2], [0.4, -0.2, -0.1], [0.2, 0.0, -0.4], [0.3, -0.2, 0.0], [0.0, 0.0, 0.0], [0.1, 0.0, -0.2], [-0.1, 0.0, -0.1], [0.1, -0.1, 0.0], [0.0, 0.1, 0.0], [0.1, -0.1, -0.1], [-0.1, -0.1, 0.1], [-0.3, 0.1, 0.1], [0.0, 0.0, 0.0], [-0.1, -0.1, 0.2], [0.0, -0.1, 0.1], [0.0, 0.1, 0.0], [0.1, 0.1, 0.0], [0.0, 0.1, 0.0], [0.0, 0.0, 0.1], [0.0, 0.0, 0.1], [0.1, 0.0, 0.0], [0.0, 0.1, 0.0], [-0.2, 0.0, 0.0], [0.1, -0.1, -0.1], [0.0, -0.1, 0.0], [0.0, -0.1, 0.0], [-0.1, 0.1, 0.1], [0.0, 0.1, -0.1], [-0.1, 0.1, 0.0], [-0.1, 0.0, 0.1], [0.0, -0.1, 0.0], [0.0, -0.1, -0.1], [0.0, 0.1, -0.1]],
  "lowdin_charge": [0.06, 0.06, 0.09, 0.07, 0.02, 0.08, 0.02, 0.04, -0.25, -0.07, -0.34, -0.08, -0.43, -0.15, 0.01, 0.01, -0.27, -0.45, -0.43, 0.00, 0.05, -0.12, -0.17, -0.11, -0.28, -0.07, -0.07, -0.16, 0.06, -0.09, 0.13, 0.12, 0.07, 0.15, 0.11, 0.09, 0.12, 0.09, 0.13, 0.10, 0.08, 0.13, 0.08, 0.13, 0.12, 0.12, 0.08, 0.07, 0.08, 0.08, 0.05, 0.13, 0.12, 0.13, 0.12, 0.08, 0.11, 0.08, 0.06]
}



[3]
{
  "formula": "C4H12BrNO",
  "method": "ωB97M-V/def2-TZVPD",
  "homo_ev": -6.513,
  "species": ["Br", "O", "N", "C", "C", "C", "C", "H", "H", "H", "H", "H", "H", "H", "H", "H", "H", "H", "H"],
  "coordinates": [[2.987, 2.697, -0.918], [-1.057, 0.145, 1.133], [-1.105, -1.018, -1.066], [0.232, 0.256, 0.543], [-1.077, 0.624, 2.467], [0.315, -0.747, -0.581], [1.191, -0.293, -1.728], [-1.100, -1.650, -1.863], [-1.569, -0.142, -1.313], [0.675, 0.540, -2.223], [-0.677, 1.638, 2.535], [-1.618, -1.446, -0.294], [1.063, 0.151, 1.238], [-2.113, 0.657, 2.809], [2.031, 0.201, -1.236], [0.642, -1.753, -0.296], [1.411, -1.069, -2.455], [-0.556, -0.049, 3.154], [0.324, 1.257, 0.093]],
  "forces_ev_per_a": [[-0.3, -0.3, 0.1], [0.2, -0.5, 0.5], [0.0, 0.0, 0.1], [-0.3, 0.9, -0.6], [-0.5, 0.1, 0.5], [0.4, -1.2, -0.7], [-1.0, 0.8, 0.5], [0.0, 0.1, -0.1], [0.0, 0.0, 0.0], [0.2, 0.0, -0.1], [0.2, -0.1, 0.0], [-0.2, 0.2, 0.0], [-0.1, -0.2, 0.1], [0.0, 0.0, -0.3], [0.6, -0.1, -0.5], [0.0, 0.2, 0.5], [0.3, -0.1, 0.1], [0.3, 0.1, -0.2], [0.2, 0.0, 0.2]],
  "lowdin_charge": [-0.66, -0.22, 0.21, -0.19, -0.08, -0.32, -0.08, 0.17, 0.17, 0.09, 0.10, 0.16, 0.14, 0.09, -0.02, 0.15, 0.09, 0.09, 0.11]
}



The evaluated ΔE to the lowest compared entry with this formula, charge and spin for the records listed, in turn: 1.336, 0.000, 0.644 eV.
The evaluated HOMO-LUMO gap for the records listed, in turn: 0.389, 0.302, 0.208 Ha.